The following is a DFT calculation (the ωB97M-V functional and the def2-TZVPD basis) of a 2-piece molecular cluster, C17H18ClF2Si overall in a non-equilibrium geometry.

- Kohn-Sham gap (eV) = 4.1
- LUMO energy (hartree) = -0.2476
- charge = +1

The geometry in XYZ format:
```
39
Properties=species:S:1:pos:R:3:forces:R:3
C -3.084 -5.440 8.418 -0.189 1.392 -0.493
Si -2.192 -4.282 9.600 1.632 -2.801 0.613
C -2.755 -3.939 11.330 -0.364 1.390 -0.278
Cl -0.168 -4.681 9.541 -1.308 0.773 -0.149
H -1.308 -2.017 7.858 -0.414 -1.209 0.439
H -4.085 -5.017 8.238 0.196 -0.300 -0.126
H -2.536 -5.504 7.461 -0.253 0.066 0.441
H -3.201 -6.450 8.833 0.247 0.318 0.324
H -3.744 -3.450 11.275 0.332 -0.123 0.242
H -2.878 -4.870 11.896 0.142 -0.179 -0.427
H -2.052 -3.290 11.887 -0.341 -0.281 -0.383
F -2.932 0.381 3.135 -0.197 -0.554 1.213
C -3.215 -0.149 4.372 -0.390 0.812 -0.456
C -4.539 -0.476 4.661 0.097 -0.121 0.355
C -4.846 -0.904 5.968 0.150 0.186 -0.128
C -3.831 -1.088 6.914 0.127 -0.059 -0.670
C -2.498 -0.819 6.550 0.083 0.779 0.050
C -1.375 -0.989 7.545 -0.430 1.091 0.585
C 0.021 -0.645 7.154 0.538 0.276 0.834
C 0.959 -0.455 8.103 -1.329 0.010 -0.796
C 2.294 -0.003 7.818 1.920 1.010 0.021
C 2.643 0.526 6.547 0.332 -0.735 0.603
C 3.977 0.817 6.285 0.011 0.281 -0.392
F 4.321 1.234 5.022 -0.339 -0.294 1.077
C 4.978 0.728 7.250 -0.662 -0.022 0.367
C 4.601 0.327 8.546 0.274 0.119 -0.323
C 3.280 -0.008 8.841 -0.231 -0.338 -0.671
C -2.207 -0.200 5.330 -0.628 -0.529 -0.237
H -5.320 -0.337 3.907 0.394 -0.069 0.308
H -5.895 -1.037 6.262 0.501 -0.061 -0.230
H -4.086 -1.374 7.944 0.174 0.003 -0.451
H -1.627 -0.379 8.436 0.063 -0.461 -0.230
H 0.271 -0.544 6.109 0.042 -0.140 -0.007
H 0.686 -0.594 9.149 0.089 0.050 -0.095
H 1.884 0.633 5.779 0.318 0.078 -0.027
H 5.993 1.026 7.003 -0.175 -0.175 0.053
H 5.376 0.261 9.320 -0.418 0.101 -0.310
H 3.005 -0.335 9.851 0.132 0.106 -0.423
H -1.250 0.277 5.145 -0.131 -0.386 -0.222
```
Forces are in eV/Å.

=====

The following is a DFT calculation (the ωB97M-V functional and the def2-TZVPD basis) of one molecule with the formula C17H18N4O2.

- Kohn-Sham gap (eV) = 8.9
- LUMO energy (hartree) = 0.0143
- ΔE to the lowest compared entry with this formula, charge and spin (kcal per mole) = 19.1
- SMILES = CCN(Cc1ccccc1)c1c(C(=O)O)cnc2c1cnn2C

The geometry in XYZ format:
```
41
Properties=species:S:1:pos:R:3:forces:R:3
C 0.441 2.445 0.359 -0.014 -0.246 -0.130
C 0.492 1.334 -0.692 -0.013 0.358 -0.092
N 0.263 -0.004 -0.178 0.108 -0.118 -0.283
C 1.236 -0.427 0.835 0.007 -0.163 0.251
C 2.663 -0.193 0.412 0.054 0.018 0.067
C 3.198 -0.830 -0.702 0.000 0.012 0.004
C 4.510 -0.603 -1.078 -0.016 -0.040 -0.074
C 5.309 0.257 -0.343 0.075 0.050 0.038
C 4.791 0.879 0.779 0.126 0.046 0.002
C 3.477 0.656 1.152 -0.103 -0.080 0.001
C -1.023 -0.493 -0.093 -0.407 -0.405 0.072
C -1.255 -1.870 0.119 0.029 0.308 0.110
C -0.214 -2.914 -0.046 -0.120 -0.050 -0.106
O -0.113 -3.895 0.638 0.082 0.112 -0.169
O 0.585 -2.743 -1.127 0.289 -0.322 -0.039
C -2.544 -2.363 0.376 0.074 0.105 0.001
N -3.640 -1.644 0.365 -0.463 -0.030 0.021
C -3.445 -0.367 0.043 0.800 -0.055 -0.043
C -2.201 0.285 -0.208 -0.375 -0.398 0.156
C -2.601 1.621 -0.477 -0.142 0.098 0.037
N -3.901 1.752 -0.398 -0.116 0.619 -0.152
N -4.414 0.562 -0.073 0.387 -0.277 0.022
C -5.823 0.356 0.089 -0.419 0.086 0.011
H -0.432 2.338 0.999 -0.068 0.053 0.086
H 0.395 3.412 -0.134 0.004 0.131 -0.016
H 1.332 2.425 0.979 0.064 0.044 0.094
H -0.240 1.512 -1.481 0.118 -0.021 -0.010
H 1.485 1.332 -1.155 -0.189 0.050 -0.051
H 1.099 -1.487 1.052 0.037 0.214 0.077
H 1.045 0.123 1.767 0.031 -0.096 -0.052
H 2.596 -1.522 -1.268 -0.062 -0.060 -0.041
H 4.912 -1.106 -1.945 0.036 -0.047 -0.071
H 6.332 0.433 -0.637 0.085 0.014 -0.024
H 5.410 1.541 1.367 0.053 0.053 0.043
H 3.087 1.137 2.038 -0.078 0.050 0.063
H 0.396 -1.905 -1.574 -0.134 0.005 0.196
H -2.659 -3.417 0.585 0.085 -0.127 0.017
H -2.021 2.482 -0.737 0.148 0.167 -0.031
H -5.972 -0.681 0.383 -0.018 0.057 -0.013
H -6.344 0.559 -0.848 0.027 -0.047 0.046
H -6.210 1.025 0.859 0.020 -0.067 -0.017
```
Forces are in eV/Å.

=====

The following is a DFT calculation (the ωB97M-V functional and the def2-TZVPD basis) of C17H18N4O3S2 as an isolated structure in a non-equilibrium geometry.

- Kohn-Sham gap (eV) = 7.8
- LUMO energy (hartree) = -0.0409
- ΔE to the lowest compared entry with this formula, charge and spin (kcal per mole) = 23.1

The geometry in XYZ format:
```
44
Properties=species:S:1:pos:R:3:forces:R:3
C -4.483 0.090 -0.649 0.024 0.070 0.038
C -3.191 -0.588 -0.311 -0.074 -0.105 0.095
C -2.226 -0.802 -1.289 0.019 -0.083 0.027
C -1.022 -1.402 -0.980 -0.036 0.039 -0.071
C -0.748 -1.806 0.322 -0.026 -0.069 0.190
C -1.704 -1.587 1.302 0.119 -0.143 -0.131
C -2.911 -0.988 0.988 -0.123 -0.052 -0.155
H -3.648 -0.836 1.763 -0.106 0.033 0.090
H -1.511 -1.899 2.319 0.045 -0.040 0.129
C 0.546 -2.515 0.634 -0.068 -0.075 -0.219
N 1.724 -1.716 0.348 -0.131 -0.121 0.378
C 2.344 -1.759 -0.845 0.459 0.170 0.050
O 1.974 -2.436 -1.782 -0.087 -0.202 -0.357
C 3.572 -0.848 -0.906 0.123 -0.487 0.213
N 3.227 0.554 -0.911 -0.362 0.339 1.005
S 2.799 1.278 0.500 0.285 0.434 -0.110
O 3.394 0.489 1.549 -0.129 -0.230 -0.048
O 3.135 2.666 0.399 -0.186 -0.035 -0.258
C 1.023 1.272 0.848 0.976 -0.185 0.522
C 0.668 1.092 2.157 0.529 -0.112 -0.418
C -0.645 1.315 2.614 -0.678 0.324 -0.167
C -1.626 1.757 1.770 0.148 -0.052 0.643
C -1.298 1.944 0.418 0.634 0.065 -0.875
N -2.101 2.358 -0.562 -0.626 0.287 -0.052
S -1.271 2.390 -1.931 0.324 -0.256 1.152
N 0.150 1.906 -1.368 0.429 0.020 -0.447
C 0.041 1.686 -0.059 -1.105 0.362 -0.588
H -2.627 1.967 2.108 -0.121 -0.021 0.074
H -0.863 1.156 3.659 -0.035 -0.014 0.094
H 1.437 0.792 2.852 0.041 -0.019 0.124
C 2.891 1.172 -2.166 -0.108 0.336 -0.487
H 3.739 1.089 -2.849 0.039 -0.016 0.078
H 2.694 2.220 -1.963 -0.028 0.008 -0.277
H 2.009 0.717 -2.624 0.110 0.068 0.017
H 4.202 -1.025 -0.031 0.016 -0.142 -0.191
H 4.135 -1.072 -1.815 -0.119 0.058 0.108
H 2.116 -1.135 1.076 0.020 -0.194 -0.024
H 0.573 -2.815 1.683 0.005 -0.020 -0.080
H 0.616 -3.408 0.001 0.022 0.057 0.216
H -0.292 -1.584 -1.754 0.105 -0.029 -0.106
H -2.431 -0.506 -2.309 -0.033 -0.004 -0.109
H -5.259 -0.172 0.066 -0.110 -0.011 0.013
H -4.340 1.171 -0.623 -0.093 0.050 -0.024
H -4.814 -0.183 -1.649 -0.086 -0.005 -0.064
```
Forces are in eV/Å.

=====

The following is a DFT calculation (the ωB97M-V functional and the def2-TZVPD basis) of C17H18NO2W as an isolated structure.

- multiplicity = 3
- Kohn-Sham gap (spin up / spin down) (eV) = 7.2 / 8.2
- LUMO energy (spin up / spin down) (hartree) = -0.1646 / -0.1715
- charge = +1

The geometry in XYZ format:
```
39
Properties=species:S:1:pos:R:3:forces:R:3
W 1.234 1.244 0.157 0.269 -0.078 -0.120
C 1.119 3.612 0.294 -0.082 0.036 0.057
C 2.345 3.202 0.865 -0.023 0.085 -0.007
C 2.066 2.378 1.985 -0.073 0.016 0.043
C 0.646 2.299 2.125 -0.008 0.088 0.008
C 0.068 3.062 1.077 0.006 0.068 0.042
H 1.001 4.242 -0.574 0.003 -0.028 -0.020
H 3.326 3.426 0.475 0.000 -0.025 -0.011
H 2.794 1.923 2.639 0.002 -0.019 -0.016
H 0.112 1.787 2.909 0.001 -0.039 -0.026
H -0.986 3.194 0.901 0.002 -0.029 -0.023
O 4.374 -0.428 -1.774 -0.024 -0.006 0.003
C 3.435 -0.225 -1.074 0.059 -0.006 -0.033
O 2.721 0.920 -1.062 -0.029 0.008 0.010
C 2.892 -1.222 -0.090 0.010 0.002 0.016
C 3.420 -2.483 0.073 -0.012 -0.001 0.003
C 2.820 -3.328 0.995 0.002 -0.005 0.005
C 1.717 -2.880 1.708 0.006 0.000 -0.011
C 1.243 -1.601 1.488 0.028 0.006 0.019
N 1.832 -0.782 0.608 -0.027 -0.209 0.002
H 4.274 -2.775 -0.521 0.000 0.011 -0.008
H 3.204 -4.326 1.152 -0.005 -0.002 0.002
H 1.217 -3.515 2.426 0.002 0.002 0.006
H 0.376 -1.212 2.005 -0.013 -0.002 -0.017
C -3.843 -0.723 0.026 0.004 0.015 -0.011
C -2.972 -0.368 -1.190 -0.012 -0.077 0.005
C -3.640 0.743 -2.011 -0.021 0.015 -0.018
C -2.756 -1.614 -2.063 0.011 0.013 -0.009
C -1.673 0.104 -0.707 0.012 0.021 -0.003
C -0.592 0.513 -0.311 -0.088 0.150 0.099
H -4.818 -1.067 -0.320 0.002 -0.002 -0.007
H -3.994 0.146 0.667 -0.002 -0.004 0.004
H -3.387 -1.519 0.616 0.001 0.002 0.004
H -4.609 0.393 -2.366 0.000 0.005 -0.003
H -3.033 1.011 -2.876 0.004 -0.006 0.002
H -3.797 1.638 -1.408 -0.001 -0.006 0.008
H -3.721 -1.971 -2.426 -0.006 0.005 0.006
H -2.285 -2.415 -1.493 0.002 0.000 0.001
H -2.130 -1.383 -2.925 0.000 -0.006 0.001
```
Forces are in eV/Å.

=====

The following is a DFT calculation (the ωB97M-V functional and the def2-TZVPD basis) of an isolated ion of composition C17H18NS and charge +1 in a non-equilibrium geometry.

- Kohn-Sham gap (eV) = 7.6
- LUMO energy (hartree) = -0.1679
- ΔE to the lowest compared entry with this formula, charge and spin (kcal per mole) = 0.0
- charge = +1

The geometry in XYZ format:
```
37
Properties=species:S:1:pos:R:3:forces:R:3
C 2.398 3.516 0.503 -0.483 -0.449 0.078
S 2.233 1.811 -0.271 0.744 -0.586 -0.447
C 3.618 0.890 0.521 -0.570 0.228 -0.941
C 0.554 0.808 0.342 -0.635 3.977 1.139
C -0.394 1.899 -0.028 -1.907 1.180 -0.392
N -1.200 2.690 -0.346 2.220 -1.890 0.784
H 1.563 4.094 0.120 -0.267 -0.057 0.157
H 2.398 3.437 1.586 -0.231 -0.043 0.045
H 3.314 4.062 0.197 -0.233 -1.074 -0.299
H 3.338 -0.147 0.256 0.570 0.339 0.471
H 4.520 1.209 -0.053 -0.603 -0.333 0.683
H 3.667 1.098 1.601 0.031 -0.237 -0.502
H 0.776 0.851 1.392 -0.122 0.340 0.556
C -0.040 -0.535 0.070 0.118 -2.768 -0.362
C -0.319 -0.777 -1.397 0.071 0.389 -0.220
C 0.852 -0.843 -2.144 0.034 -0.100 0.136
C 0.836 -1.032 -3.503 0.426 0.044 -0.597
C -0.365 -1.247 -4.163 -0.851 -0.216 0.525
C -1.559 -1.185 -3.440 0.507 0.541 0.725
C -1.538 -0.844 -2.064 -0.163 -0.233 -0.631
C -1.146 -0.885 1.145 -0.085 -0.034 0.700
C -0.693 -0.836 2.475 0.082 0.321 -0.239
C -1.533 -1.037 3.571 0.504 0.187 -0.331
C -2.876 -1.319 3.377 0.222 -0.105 -0.786
C -3.339 -1.492 2.078 0.647 0.033 -0.762
C -2.475 -1.345 0.967 0.171 0.432 -0.343
H 0.769 -1.255 0.346 -0.454 0.287 -0.308
H 1.790 -0.744 -1.602 0.097 -0.101 -0.268
H 1.768 -1.004 -4.062 -0.124 -0.159 0.069
H -0.395 -1.488 -5.214 0.090 0.070 -0.129
H -2.522 -1.347 -3.913 0.168 0.104 -0.075
H -2.487 -0.614 -1.581 0.387 -0.237 -0.085
H 0.379 -0.637 2.615 -0.491 -0.063 0.361
H -1.126 -0.940 4.568 -0.009 -0.102 0.032
H -3.533 -1.470 4.208 -0.255 0.062 0.336
H -4.382 -1.730 1.878 0.242 -0.130 0.118
H -2.851 -1.613 -0.034 0.153 0.381 0.802
```
Forces are in eV/Å.

=====

The following is a DFT calculation (the ωB97M-V functional and the def2-TZVPD basis) of C17H19AsN3O12SW as an isolated structure in a non-equilibrium geometry.

- Kohn-Sham gap (eV) = 6.0
- LUMO energy (hartree) = -0.4738
- charge = +3

The geometry in XYZ format:
```
54
Properties=species:S:1:pos:R:3:forces:R:3
W 0.477 -0.335 -0.082 -3.719 -1.685 -2.910
O 1.603 -0.938 2.267 0.337 -0.298 0.093
C 1.978 -1.584 1.321 0.485 -0.226 1.334
O 2.243 -0.840 0.178 0.758 0.461 0.335
C 1.884 -3.067 1.066 -0.144 0.026 -0.374
C 2.060 -3.260 -0.457 0.131 -0.193 0.052
C 1.940 -4.711 -0.893 -0.088 0.019 -0.021
C 0.416 -4.968 -0.815 0.056 0.000 -0.017
C -0.085 -3.660 -0.239 -0.068 -0.135 -0.011
O 0.772 -2.649 -0.901 -0.111 0.568 0.272
C 0.375 -3.526 1.241 0.107 0.223 -0.156
C -0.515 -2.511 1.887 0.043 -0.889 0.707
O -1.178 -2.527 2.839 0.072 0.310 -0.289
O -0.584 -1.341 0.985 -0.093 0.450 -0.179
H 2.560 -3.629 1.710 0.027 0.025 -0.002
H 2.894 -2.726 -0.897 -0.040 0.040 -0.015
H 2.313 -4.832 -1.906 0.019 -0.003 0.007
H 2.524 -5.360 -0.242 0.007 0.004 0.004
H -0.015 -5.149 -1.797 -0.002 0.031 -0.005
H 0.151 -5.804 -0.171 -0.023 -0.008 -0.011
H -1.129 -3.428 -0.430 0.017 0.042 0.010
H 0.292 -4.452 1.804 0.001 -0.013 0.000
O -6.582 2.542 0.675 -0.106 -0.058 -0.068
N -5.680 3.149 1.191 0.123 -0.073 0.020
O -5.735 4.116 1.903 -0.014 0.124 0.056
C -4.308 2.623 0.919 0.097 0.046 0.004
C -3.220 3.295 1.441 -0.045 0.041 0.011
C -1.950 2.814 1.174 -0.040 0.029 0.086
C -1.779 1.658 0.426 -0.231 -0.295 -0.263
O -0.561 1.135 0.158 1.247 0.704 0.934
C -2.904 0.998 -0.082 0.002 -0.032 0.135
C -4.179 1.485 0.155 -0.099 -0.121 -0.094
N -2.786 -0.239 -0.868 0.019 0.139 0.105
O -1.645 -0.690 -1.179 0.589 -0.157 -0.094
O -3.773 -0.785 -1.225 0.108 0.056 -0.006
N -0.787 3.559 1.700 -0.156 0.216 -0.152
O -0.998 4.467 2.442 0.027 -0.112 0.051
O 0.310 3.204 1.279 0.000 0.169 0.140
H -3.360 4.188 2.041 -0.006 0.009 0.013
H -5.060 0.996 -0.245 -0.003 -0.001 0.032
C 1.232 3.559 -1.855 -0.325 -0.303 0.018
As 2.000 1.858 -1.354 1.487 1.797 -1.136
C 2.632 1.972 0.515 -0.179 -0.400 -0.052
C 3.667 1.859 -2.339 -0.125 -0.317 -0.017
S 0.905 0.174 -2.356 -0.113 -0.272 1.366
H 2.062 4.262 -1.771 0.003 0.011 0.026
H 0.413 3.862 -1.210 0.024 -0.062 0.014
H 0.911 3.483 -2.893 0.005 0.048 0.004
H 2.772 3.052 0.609 -0.062 -0.009 -0.045
H 3.573 1.428 0.542 -0.024 -0.041 0.007
H 1.950 1.654 1.300 0.065 0.042 -0.012
H 4.275 2.673 -1.942 -0.032 0.023 0.026
H 3.439 2.032 -3.390 0.003 0.039 0.012
H 4.188 0.909 -2.230 -0.012 0.012 0.055
```
Forces are in eV/Å.